A cluster of 7 separate species, C34H79N5O10 in total in a non-equilibrium geometry, computed with ωB97M-V with the def2-TZVPD basis set.

The geometry in XYZ format:
```
128
Properties=species:S:1:pos:R:3:lowdin_charge:R:1
C -2.4063 -0.6398 -2.1737 -0.03
C -3.5765 0.3493 -2.2308 -0.49
C -4.8801 -0.4633 -2.4606 -0.03
C -3.8137 1.0181 -0.8861 -0.14
C -2.6907 2.0035 -0.5369 -0.19
C -2.5287 2.9711 -1.6761 -0.13
C -2.4293 2.4142 -3.1293 -0.48
C -2.8134 3.5933 -4.0426 -0.04
C -1.0075 1.9181 -3.4860 -0.03
N -3.4479 1.3855 -3.2661 -0.11
O -3.5873 0.8583 -4.5698 0.00
H -2.5435 -1.3134 -1.3222 0.07
H -2.4385 -1.2921 -3.0505 0.09
H -1.4230 -0.2096 -2.0165 0.04
H -5.0604 -0.9734 -3.4106 0.08
H -4.9574 -1.1847 -1.6472 0.07
H -5.7487 0.2004 -2.4869 0.09
H -4.7860 1.5119 -0.7910 0.12
H -3.9516 0.2889 -0.0785 0.11
H -2.8091 2.4525 0.4476 0.10
H -1.7617 1.4211 -0.4418 0.08
H -1.7818 3.7191 -1.4039 0.11
H -3.4810 3.5165 -1.6316 0.12
H -2.6700 3.3329 -5.0929 0.08
H -2.1579 4.4518 -3.8784 0.08
H -3.8382 3.9311 -3.9046 0.09
H -0.8981 1.3974 -4.4396 0.08
H -0.3534 1.4267 -2.7642 0.05
H -0.3952 2.8171 -3.6489 0.09
H -2.9038 0.1668 -4.5937 0.09
C 3.3966 -4.4188 -4.0080 -0.03
C 2.5465 -3.3213 -4.6393 -0.53
C 2.6100 -3.3812 -6.1764 -0.03
C 1.0901 -3.5917 -4.2890 -0.15
C 0.6316 -3.1443 -2.8944 -0.17
C 0.8988 -1.6532 -2.7121 -0.14
C 2.3563 -1.2386 -3.0198 -0.46
C 2.2793 0.2403 -3.4465 -0.04
C 3.2126 -1.3618 -1.7361 -0.02
N 2.9655 -2.0360 -4.0821 -0.12
O 4.0876 -1.5058 -4.7111 -0.01
H 4.4685 -4.2484 -4.1444 0.09
H 3.2203 -4.4979 -2.9349 0.08
H 3.2683 -5.3973 -4.4825 0.08
H 3.6035 -3.3934 -6.6227 0.08
H 2.2042 -4.3718 -6.3925 0.09
H 1.9983 -2.5621 -6.5517 0.09
H 0.4107 -3.1929 -5.0491 0.12
H 0.9679 -4.6760 -4.3685 0.12
H -0.3926 -3.4607 -2.6912 0.11
H 1.2227 -3.7409 -2.1872 0.10
H 0.4894 -1.3619 -1.7441 0.09
H 0.1966 -1.2381 -3.4447 0.10
H 1.5349 0.3635 -4.2385 0.08
H 3.1854 0.5853 -3.9524 0.08
H 2.0920 0.9636 -2.6543 0.08
H 4.2763 -1.5193 -1.9002 0.08
H 2.9543 -2.2226 -1.1013 0.07
H 2.9084 -0.5775 -1.0380 0.07
H 3.7919 -1.0019 -5.4828 0.10
C -0.4036 3.7172 1.1944 -0.04
C -0.3530 4.0590 2.6817 -0.50
C -1.4077 3.1642 3.3588 -0.04
C 1.0396 3.6122 3.2548 -0.14
C 1.2735 4.0211 4.6798 -0.17
C 0.9503 5.5144 4.8445 -0.13
C -0.4305 5.9590 4.2984 -0.49
C -1.5946 5.5908 5.2776 -0.04
C -0.4742 7.5066 4.3306 -0.05
N -0.4586 5.4777 2.9267 -0.10
O -1.3774 6.1739 2.0907 0.00
H -0.2093 2.6636 1.0115 0.06
H -1.3271 4.0991 0.7613 0.06
H 0.3253 4.2670 0.5884 0.10
H -1.4896 2.1290 3.0186 0.08
H -1.4887 3.1933 4.4442 0.06
H -2.4226 3.4898 3.0699 0.08
H 1.1361 2.5335 3.0912 0.12
H 1.7617 4.0134 2.5370 0.12
H 0.6736 3.4522 5.3923 0.11
H 2.3232 3.9031 4.9537 0.11
H 1.6625 6.1742 4.3504 0.12
H 0.8996 5.6664 5.9263 0.12
H -1.3612 4.7272 5.9072 0.07
H -2.4485 5.3424 4.6413 0.07
H -1.8823 6.3542 5.9954 0.08
H 0.0465 7.9774 5.1752 0.09
H -1.4396 7.9171 4.6363 0.07
H -0.0601 7.9051 3.4058 0.09
H -2.2317 6.0284 2.5312 0.10
N 0.3488 -2.0849 2.0402 0.19
C 0.9671 -1.0508 1.4440 -0.64
N 0.2040 -0.2032 0.7277 0.18
O 2.1832 -0.8473 1.6408 0.00
H -0.6072 -2.1534 1.7280 0.05
H 0.7279 -2.5751 2.8272 0.09
H -0.7713 -0.3535 0.9255 0.09
H 0.7707 0.5980 0.4952 0.11
O -4.1251 -5.1697 2.1267 -0.08
C -3.9853 -3.7563 2.3842 -0.22
C -3.6903 -2.8878 1.1570 -0.24
O -2.3223 -2.6219 0.9761 -0.09
H -5.0099 -5.2336 1.7541 0.08
H -4.9287 -3.4684 2.8626 0.12
H -3.2499 -3.6555 3.1828 0.12
H -4.2126 -1.9533 1.4035 0.11
H -4.2950 -3.1492 0.2824 0.12
H -1.9597 -3.3171 0.4119 0.11
O 4.7537 -3.6586 1.4195 -0.07
C 5.7346 -2.8559 2.0470 -0.24
C 5.4598 -1.3571 1.9834 -0.24
O 4.5036 -1.0389 2.9858 -0.09
H 4.9592 -3.6883 0.4808 0.09
H 5.8032 -3.1016 3.1046 0.13
H 6.7086 -2.9059 1.5387 0.12
H 4.9662 -1.1784 1.0192 0.11
H 6.3820 -0.7886 2.0719 0.12
H 3.6208 -1.2794 2.6497 0.03
O 2.3133 -4.3121 2.7480 -0.09
C 1.3704 -5.2785 2.3110 -0.24
C 0.0693 -5.2441 3.1534 -0.22
O 0.5240 -5.3551 4.4962 -0.08
H 3.0008 -4.2688 2.0626 0.06
H 1.0993 -5.0920 1.2632 0.11
H 1.8550 -6.2450 2.4751 0.12
H -0.5339 -6.1298 2.9786 0.12
H -0.4579 -4.2923 3.0354 0.09
H 1.2565 -4.7856 4.7399 0.08
```

Properties
SMILES = CC1(C)CCCC(C)(C)N1O.CC1(C)CCCC(C)(C)N1O.CC1(C)CCCC(C)(C)N1O.NC(N)=O.OCCO.OCCO.OCCO
ΔE to the lowest compared entry with this formula, charge and spin = 60.60 kcal per mole
HOMO-LUMO gap = 8.1 eV